No. 1
{
  "formula": "C8H16N2O3",
  "method": "wB97M-V/def2-TZVPD",
  "elements": ["C", "C", "C", "C", "C", "C", "C", "C", "N", "N", "O", "O", "O", "H", "H", "H", "H", "H", "H", "H", "H", "H", "H", "H", "H", "H", "H", "H", "H"],
  "positions_angstrom": [[1.9768, -0.1752, -0.3812], [-0.4132, -0.7287, 0.4931], [-0.3148, 0.7747, 0.6708], [-0.9036, -1.3985, 1.6642], [-1.3132, -1.1069, -0.7217], [-1.2474, 1.8666, 0.1469], [1.6222, -2.4465, 0.1675], [1.8065, 2.5182, -2.2183], [1.0346, -1.0672, 0.1834], [1.3128, 0.8966, -0.6923], [3.1218, -0.6009, -0.5214], [0.3033, 0.9987, 1.7968], [1.8399, 2.2122, -0.8377], [-1.7367, -2.1100, 1.7035], [-1.2816, -0.5511, 2.2845], [-0.0624, -1.7912, 2.1869], [-1.0468, -2.1637, -1.1028], [-1.0380, -0.3449, -1.4969], [-2.4180, -0.9759, -0.5773], [-0.7042, 2.7094, -0.1505], [-1.8555, 2.2117, 1.0115], [-1.7791, 1.6230, -0.7002], [1.7731, -2.7330, -0.8869], [2.5865, -2.3541, 0.6203], [0.9164, -3.2506, 0.6341], [2.6827, 2.0050, -2.6613], [2.0649, 3.5514, -2.3767], [0.8822, 2.1751, -2.6827], [0.5648, 1.9064, 1.8483]],
  "fmax_ev_per_a": 5.230,
  "de_lowest_ev": 6.218,
  "e_tot_ev": -17673.53348,
  "lumo_energy_ev": 0.496
}


No. 2
{
  "formula": "C22H36F5N2O6PRhS2Te",
  "method": "wB97M-V/def2-TZVPD",
  "elements": ["Rh", "O", "C", "C", "C", "C", "N", "C", "C", "C", "C", "C", "C", "O", "C", "C", "N", "H", "H", "H", "H", "H", "H", "H", "H", "H", "H", "H", "H", "C", "C", "C", "O", "P", "S", "S", "O", "C", "C", "C", "H", "H", "H", "H", "H", "H", "H", "H", "H", "H", "H", "H", "H", "H", "C", "C", "O", "C", "C", "H", "H", "H", "H", "H", "H", "H", "H", "H", "H", "F", "Te", "F", "F", "F", "F", "O"],
  "positions_angstrom": [[-0.0611, 0.3214, 0.1505], [0.5999, -0.5834, 6.9360], [-0.2549, -1.4028, 6.1759], [-0.1458, -1.0110, 4.7299], [0.7954, -0.0901, 4.2935], [0.8394, 0.2401, 2.9535], [0.0265, -0.3104, 2.0492], [-0.8899, -1.2123, 2.4586], [-1.0007, -1.5713, 3.7885], [-1.7777, -1.7175, 1.3878], [-2.5856, -2.8305, 1.5323], [-3.4165, -3.2023, 0.4846], [-4.3267, -4.4019, 0.5932], [-4.1698, -5.1135, 1.7988], [-3.4088, -2.4212, -0.6626], [-2.5573, -1.3372, -0.7457], [-1.7403, -0.9956, 0.2501], [0.4996, -0.7935, 7.8691], [-1.3005, -1.3042, 6.4889], [0.0203, -2.4615, 6.2646], [1.4688, 0.3818, 4.9926], [1.5427, 0.9672, 2.5749], [-1.7681, -2.2709, 4.0912], [-2.5883, -3.4071, 2.4453], [-4.1795, -5.0456, -0.2791], [-5.3605, -4.0501, 0.5545], [-3.5180, -5.8103, 1.6762], [-4.0460, -2.6557, -1.5048], [-2.5203, -0.7155, -1.6273], [-0.3181, 3.8831, -2.7015], [-1.8193, 3.7705, -2.5661], [-2.4006, 2.4620, -3.0370], [-2.1439, 4.0615, -1.1566], [-2.5676, 3.2696, 0.1107], [-3.8204, 1.7994, -0.0023], [-1.1261, 2.1818, 1.0623], [-2.9798, 4.3912, 1.1200], [-2.4069, 5.7282, 1.3250], [-0.8918, 5.7026, 1.3332], [-3.0013, 6.7004, 0.3280], [-0.0354, 3.7395, -3.7443], [0.1782, 3.1149, -2.1064], [0.0193, 4.8698, -2.3852], [-2.3059, 4.5976, -3.0860], [-2.0304, 1.6253, -2.4454], [-2.0888, 2.3076, -4.0706], [-3.4886, 2.4725, -3.0005], [-2.7669, 5.9668, 2.3261], [-0.4880, 5.4148, 0.3624], [-0.5101, 5.0251, 2.0974], [-0.5311, 6.7059, 1.5612], [-2.6458, 6.4971, -0.6804], [-2.7086, 7.7151, 0.5989], [-4.0885, 6.6433, 0.3404], [2.3832, -2.1311, 0.4297], [3.0338, -0.7718, 0.5269], [2.2634, 0.1968, -0.2028], [2.9707, 1.4341, -0.4258], [2.8719, 2.4285, 0.7108], [2.9342, -2.8377, 1.0509], [2.3875, -2.4916, -0.5966], [1.3498, -2.1169, 0.7788], [4.0285, -0.8076, 0.0746], [3.1541, -0.4484, 1.5670], [2.5481, 1.8461, -1.3390], [4.0137, 1.1774, -0.6245], [1.8296, 2.6050, 0.9867], [3.2789, 3.3844, 0.3810], [3.4379, 2.1204, 1.5914], [-1.4564, -0.2668, -3.4010], [0.3922, -0.0416, -3.1577], [2.2463, 0.0590, -3.1138], [0.4120, -1.5147, -1.9717], [0.3750, 1.2875, -4.4482], [0.5700, -1.3026, -4.4947], [0.1167, 1.0954, -1.7431]],
  "charge": 1,
  "fmax_ev_per_a": 2.517,
  "de_lowest_ev": 2.667,
  "e_tot_ev": -93508.18069,
  "lumo_energy_ev": [-4.787, -4.792]
}